(1)
{"formula": "C5H9Cl", "method": "the ωB97M-V functional and the def2-TZVPD basis", "symbols": ["C", "C", "C", "C", "C", "H", "H", "H", "H", "H", "H", "H", "H", "H", "Cl"], "positions_angstrom": [[-0.583, -1.983, 0.000], [-0.273, -0.255, 0.086], [-1.648, 0.477, 0.131], [0.968, 0.213, -0.030], [1.721, 1.518, 0.021], [0.474, -2.466, -0.734], [-1.066, -2.444, 0.988], [-1.651, -1.937, -0.881], [-2.185, 0.337, 1.228], [-1.586, 1.653, 0.032], [-2.138, 0.199, -0.779], [2.951, 1.415, -0.479], [0.983, 2.429, -0.915], [1.608, 1.848, 1.215], [2.424, -1.006, 0.117]], "forces_ev_per_a": [[-0.8, 2.1, -3.7], [-1.2, -2.9, 0.0], [1.3, 2.6, 2.5], [1.8, -1.2, 0.5], [-0.5, 2.7, -1.5], [-3.7, 1.1, 3.1], [1.8, 0.8, -2.2], [3.4, -0.5, 2.7], [1.1, -0.2, -3.2], [0.3, -2.2, 0.3], [-1.1, -0.6, 0.1], [-4.3, 0.5, 1.9], [2.3, -2.5, 3.2], [0.8, -0.2, -3.5], [-1.4, 0.2, -0.2]], "homo_ha": -0.343}

=====

(2)
{"formula": "C3H6N2O2", "method": "the ωB97M-V functional and the def2-TZVPD basis", "symbols": ["C", "C", "C", "H", "H", "H", "H", "H", "H", "N", "N", "O", "O"], "positions_angstrom": [[-2.009, -0.454, -0.205], [-0.683, -0.062, 0.425], [1.510, -0.230, -0.014], [-1.862, -0.590, -1.270], [-2.389, -1.385, 0.211], [-2.732, 0.321, -0.068], [-0.685, 0.072, 1.529], [1.570, 1.725, -0.514], [3.339, 0.023, -0.147], [1.160, 1.138, 0.182], [2.663, -0.763, -0.102], [-0.236, 1.172, -0.133], [0.354, -0.967, 0.106]], "forces_ev_per_a": [[0.9, -0.3, 0.1], [-0.2, 0.8, 0.2], [0.3, -1.0, 0.8], [0.1, -0.1, -0.2], [0.1, 0.0, 0.1], [-0.4, 0.5, 0.3], [-0.3, -0.2, -0.4], [0.4, 0.4, -0.4], [-0.3, -0.8, 0.0], [-0.5, -0.8, 0.0], [-0.8, 1.3, -0.2], [-0.4, -0.2, 0.1], [1.0, 0.2, -0.4]], "smiles": "[H]/N=C1\\NO[C@@H](C)O1", "homo_ha": -0.356}

=====

(3)
{"formula": "C22H33IrN4O8P2S3", "method": "the ωB97M-V functional and the def2-TZVPD basis", "symbols": ["Ir", "C", "C", "C", "O", "P", "S", "S", "O", "C", "C", "C", "H", "H", "H", "H", "H", "H", "H", "H", "H", "H", "H", "H", "H", "H", "O", "C", "O", "C", "C", "C", "C", "C", "C", "N", "O", "O", "H", "H", "H", "H", "N", "C", "P", "O", "O", "C", "N", "H", "H", "H", "H", "H", "H", "H", "H", "H", "H", "S", "C", "N", "C", "C", "C", "C", "C", "C", "H", "H", "H", "H", "H"], "positions_angstrom": [[0.863, -0.661, -0.288], [1.576, -4.324, -2.617], [0.179, -4.429, -3.202], [-0.023, -3.530, -4.409], [-0.833, -4.154, -2.211], [-0.970, -2.983, -1.195], [0.459, -3.027, 0.302], [-0.857, -1.089, -2.044], [-2.393, -3.362, -0.704], [-3.306, -2.702, 0.216], [-4.031, -1.583, -0.514], [-4.257, -3.786, 0.700], [2.308, -4.577, -3.379], [1.691, -5.012, -1.784], [1.767, -3.307, -2.267], [-0.036, -5.467, -3.478], [0.139, -2.489, -4.139], [-1.038, -3.631, -4.784], [0.670, -3.805, -5.198], [-2.723, -2.298, 1.051], [-4.518, -1.982, -1.400], [-3.337, -0.799, -0.814], [-4.786, -1.150, 0.137], [-4.805, -4.213, -0.137], [-4.970, -3.357, 1.397], [-3.715, -4.585, 1.199], [0.085, 1.606, 2.494], [-0.788, 0.927, 1.929], [-0.594, -0.090, 1.226], [-2.246, 1.295, 2.036], [-2.931, 1.516, 0.845], [-4.283, 1.812, 0.858], [-4.959, 1.854, 2.065], [-4.263, 1.632, 3.245], [-2.903, 1.359, 3.253], [-4.982, 1.672, 4.512], [-4.312, 1.734, 5.514], [-6.184, 1.638, 4.447], [-2.384, 1.458, -0.086], [-4.806, 1.995, -0.069], [-6.019, 2.045, 2.108], [-2.403, 1.168, 4.190], [0.932, 3.857, 3.223], [2.025, 3.401, 2.351], [1.182, 3.006, 0.710], [-0.153, 3.651, 0.673], [1.426, 1.663, 0.077], [2.170, 4.091, -0.522], [1.287, 3.883, -1.688], [1.212, 4.139, 4.167], [0.283, 3.002, 3.207], [0.412, 4.614, 2.762], [2.481, 2.509, 2.777], [2.784, 4.170, 2.216], [3.176, 3.735, -0.724], [2.183, 5.146, -0.264], [1.313, 2.876, -1.912], [1.487, 4.458, -2.514], [0.329, 4.056, -1.312], [4.461, -0.410, -3.432], [2.854, -0.555, -2.857], [2.696, -0.506, -1.566], [3.894, -0.335, -0.918], [4.070, -0.249, 0.462], [5.349, -0.098, 0.950], [6.445, -0.034, 0.084], [6.287, -0.108, -1.285], [5.001, -0.259, -1.782], [2.038, -0.684, -3.544], [3.200, -0.303, 1.108], [5.525, -0.039, 2.013], [7.438, 0.072, 0.491], [7.128, -0.063, -1.957]], "forces_ev_per_a": [[-1.3, -0.6, 0.1], [-0.3, -0.1, 0.0], [0.6, -0.2, -0.7], [-0.2, -0.2, 0.2], [-0.1, 0.3, 0.3], [-0.2, -0.2, 0.1], [-0.3, 1.2, -0.7], [0.8, -0.3, 1.0], [0.4, 0.1, -0.2], [-0.6, 0.3, 0.5], [0.3, -0.2, 0.0], [0.3, 0.1, -0.1], [0.1, 0.0, -0.1], [0.1, 0.0, 0.1], [0.1, 0.0, -0.1], [0.1, 0.2, 0.1], [0.1, 0.1, -0.1], [-0.1, 0.0, -0.1], [0.1, -0.1, -0.1], [0.0, -0.1, -0.1], [-0.1, 0.0, -0.1], [-0.1, 0.0, 0.0], [0.0, 0.0, 0.1], [0.0, 0.0, -0.1], [-0.1, 0.1, 0.1], [0.0, 0.0, 0.1], [0.2, -0.6, 0.3], [-1.2, 1.1, 0.9], [1.1, -1.2, -1.4], [0.2, -0.1, -0.1], [0.0, 0.0, 0.1], [0.2, 0.0, 0.0], [-0.1, 0.0, 0.3], [0.5, 0.0, -0.9], [-0.1, 0.1, 0.0], [0.0, 0.0, -0.2], [0.1, 0.0, 0.6], [-0.5, 0.0, 0.3], [0.0, 0.0, -0.1], [-0.1, 0.0, 0.0], [-0.1, 0.0, 0.0], [0.1, 0.0, 0.1], [-0.6, 0.1, 0.2], [0.2, -0.4, -0.9], [1.6, 0.9, -0.3], [-0.4, 0.4, -0.1], [0.2, -0.6, -0.1], [-0.1, -0.4, 1.1], [-0.5, -0.1, -0.5], [0.0, -0.1, -0.2], [0.0, 0.4, 0.3], [0.0, -0.1, 0.2], [-0.1, 0.1, 0.0], [-0.1, 0.1, 0.0], [0.0, -0.1, -0.1], [-0.1, 0.1, 0.0], [0.0, 0.3, -0.2], [-0.1, -0.2, 0.2], [0.1, 0.1, -0.4], [-0.3, 0.0, 0.5], [0.2, 0.0, -0.3], [-0.8, 0.0, 0.2], [1.1, 0.1, 0.2], [-0.1, 0.0, -0.1], [-0.1, 0.0, 0.0], [0.1, 0.0, -0.2], [0.1, 0.0, 0.1], [-0.5, -0.1, 0.1], [-0.3, -0.1, -0.1], [0.1, 0.0, 0.2], [0.0, 0.0, 0.1], [0.1, 0.0, 0.1], [0.2, 0.0, 0.0]], "s2": 6.015, "charge": 2, "homo_ha": [-0.505, -0.520], "multiplicity": 5}

=====

(4)
{"formula": "C4H12N2", "method": "the ωB97M-V functional and the def2-TZVPD basis", "symbols": ["C", "N", "C", "C", "C", "N", "H", "H", "H", "H", "H", "H", "H", "H", "H", "H", "H", "H"], "positions_angstrom": [[0.409, -2.027, -0.805], [0.785, -0.659, -1.092], [-1.345, 0.567, -0.740], [0.154, 0.438, -0.404], [0.363, 0.297, 1.115], [-0.101, 1.451, 1.904], [-0.632, -2.264, -1.025], [1.054, -2.649, -1.423], [0.567, -2.296, 0.234], [0.926, -0.511, -2.075], [-1.920, 1.195, -0.053], [-1.844, -0.399, -0.549], [-1.509, 0.819, -1.765], [0.611, 1.360, -0.746], [-0.215, -0.566, 1.392], [1.431, 0.161, 1.273], [-1.018, 1.263, 2.278], [-0.103, 2.281, 1.330]], "forces_ev_per_a": [[0.0, 0.2, -0.3], [0.8, -0.1, 0.2], [-0.4, -1.1, 1.3], [-1.2, 0.1, 0.2], [0.0, 1.0, -0.7], [0.3, -0.7, -0.1], [-0.3, -0.1, -0.2], [-0.1, -0.2, 0.1], [0.2, 0.1, 0.2], [-0.1, 0.2, -0.1], [0.4, 0.6, -0.3], [0.3, 0.0, -0.3], [-0.2, 0.4, -0.6], [0.5, 0.2, 0.0], [0.1, -0.5, 0.6], [0.0, -0.4, 0.2], [-0.1, 0.4, -0.1], [-0.2, 0.1, 0.1]], "smiles": "CN[C@@H](C)CN", "homo_ha": -0.310}

=====

(5)
{"formula": "C2H8N3", "method": "the ωB97M-V functional and the def2-TZVPD basis", "symbols": ["C", "C", "N", "N", "N", "H", "H", "H", "H", "H", "H", "H", "H"], "positions_angstrom": [[0.970, 0.270, 1.499], [-1.778, 1.093, -1.081], [0.023, -1.373, -1.497], [0.726, -0.698, 0.590], [0.165, -0.653, -0.576], [1.319, -0.184, 2.467], [1.809, 0.981, 1.254], [0.153, 0.916, 1.893], [-1.074, 0.990, -1.882], [-1.821, 2.079, -0.624], [-2.459, 0.350, -0.778], [0.711, -2.103, -1.924], [1.256, -1.667, 0.660]], "forces_ev_per_a": [[1.8, 4.3, 4.2], [1.6, 0.8, 0.4], [1.2, -1.9, -2.8], [1.5, -7.0, -2.8], [-1.8, 3.0, 1.7], [-0.3, -0.1, -1.1], [-0.8, -0.7, -0.2], [-0.1, -0.7, -1.0], [-0.3, -0.2, -0.4], [-0.1, -0.2, 0.1], [-0.7, -0.8, 0.0], [-1.0, 1.0, 1.6], [-1.1, 2.5, 0.4]], "charge": 1, "homo_ha": [-0.493, -0.537]}

=====

(6)
{"formula": "C9H20BF4GeNO4Se2Te2W", "method": "the ωB97M-V functional and the def2-TZVPD basis", "symbols": ["W", "Se", "Te", "Te", "Se", "O", "N", "O", "C", "C", "C", "C", "Ge", "C", "C", "C", "C", "H", "H", "H", "H", "H", "H", "H", "H", "H", "H", "H", "H", "H", "H", "H", "H", "H", "H", "H", "F", "B", "F", "F", "F", "O", "C", "O", "H"], "positions_angstrom": [[0.092, 0.156, 0.472], [2.245, -0.568, -1.253], [4.040, -0.771, -2.785], [3.756, 2.772, -2.200], [1.912, 1.801, -1.008], [1.722, 0.124, 1.673], [0.598, 0.072, 2.416], [-0.022, 1.293, 2.150], [-4.442, -1.469, 6.356], [-3.178, -1.501, 5.508], [-3.440, -1.112, 4.055], [-2.167, -1.140, 3.210], [-2.401, -0.359, 1.423], [-3.196, -1.641, 0.140], [-4.454, -2.384, 0.618], [-5.771, -1.733, 0.201], [-6.043, -0.400, 0.885], [-4.244, -1.760, 7.388], [-5.198, -2.150, 5.959], [-4.879, -0.468, 6.372], [-2.736, -2.501, 5.535], [-2.429, -0.823, 5.926], [-3.885, -0.111, 4.031], [-4.197, -1.788, 3.647], [-1.769, -2.153, 3.110], [-1.395, -0.555, 3.712], [-3.208, 0.947, 1.590], [-2.395, -2.351, -0.066], [-3.401, -1.134, -0.806], [-4.450, -2.505, 1.705], [-4.423, -3.399, 0.212], [-6.587, -2.426, 0.423], [-5.772, -1.596, -0.885], [-6.064, -0.514, 1.971], [-7.003, 0.017, 0.576], [-5.277, 0.339, 0.648], [0.910, -4.166, 0.137], [1.095, -3.472, 1.252], [-0.117, -1.841, 0.547], [0.402, -3.782, 2.336], [2.190, -2.727, 1.373], [-0.943, -0.121, -1.487], [-1.239, 1.106, -1.498], [-1.232, 1.695, -0.374], [-1.531, 1.627, -2.413]], "forces_ev_per_a": [[-2.2, -0.8, 2.9], [0.5, 0.2, -0.5], [-0.1, 0.2, 0.2], [-0.3, -0.2, 0.0], [1.1, 0.2, -0.5], [-0.6, 0.0, -1.1], [-0.8, 0.1, 0.1], [0.2, -0.4, -1.2], [0.0, 0.0, 0.0], [0.0, 0.0, 0.0], [0.0, 0.0, 0.0], [0.1, 0.1, -0.1], [0.2, -0.4, 0.4], [0.1, 0.2, 0.0], [0.0, 0.0, 0.0], [0.0, 0.0, 0.0], [0.0, 0.0, 0.0], [0.0, 0.0, 0.0], [0.0, 0.0, 0.0], [0.0, 0.0, 0.0], [0.0, 0.0, 0.0], [0.0, 0.0, 0.0], [0.0, 0.0, 0.0], [0.0, 0.0, 0.0], [0.0, 0.0, 0.0], [0.0, 0.0, 0.0], [0.2, 0.0, -0.2], [0.0, 0.0, 0.0], [0.0, 0.0, 0.0], [0.0, 0.0, 0.0], [0.0, 0.0, 0.0], [0.0, 0.0, 0.0], [0.0, 0.0, 0.0], [0.0, 0.0, 0.0], [0.0, 0.0, 0.0], [0.0, 0.0, 0.0], [0.0, 0.0, 0.0], [0.2, 0.0, 0.0], [0.5, 1.2, -0.5], [-0.1, 0.1, 0.0], [-0.1, -0.1, 0.0], [0.6, 0.2, 0.1], [-0.7, -0.5, 0.6], [1.3, 0.1, -0.2], [0.0, 0.0, 0.0]], "homo_ha": [-0.305, -0.305]}

=====

Ordered relative energy (zero: lowest compared OMol25 entry of this formula, charge and spin) results: 633.91 308.49 5.21 72.68 768.19 229.27; unit kJ/mol.